Record 1
Density functional theory data (ωB97M-V/def2-TZVPD) for a gas-phase ion, C4H7N2 (charge +1) in a non-equilibrium geometry.

Cartesian coordinates (Å):
N 1.158 1.707 -0.216
N -0.224 -0.366 -0.250
C -2.301 0.996 0.273
C 1.160 -0.521 0.296
C -1.076 0.745 -0.046
C 1.956 0.799 0.052
H -3.154 0.315 0.276
H 2.986 0.706 0.113
H 1.196 -0.692 1.512
H -0.718 -1.229 -0.128
H 0.063 0.035 -1.183
H 1.870 -1.282 -0.164
H -2.588 2.001 0.227

Output
maximum force: 4.9 eV/A
net charge: +1
calculated total energy: -7227.9982 eV
relative energy (zero: lowest compared OMol25 entry of this formula, charge and spin): 746.8 kJ/mol
orbital gap (spin up / spin down): 9.57 / 9.00 eV



Record 2
Density functional theory data (ωB97M-V/def2-TZVPD) for a molecular structure, C40H46CuGeNO2Se2.

Cartesian coordinates (Å):
Se -2.010 0.237 -1.538
Se -3.329 -1.549 -0.792
Ge 1.335 2.178 0.372
Cu -0.685 2.788 1.447
O -1.797 -4.120 -4.544
O 0.437 -3.597 -2.619
N -1.765 0.395 1.833
C 0.035 2.766 -5.028
C 1.237 -5.332 0.633
C 1.592 1.219 -1.387
C -1.608 -3.057 2.316
C 0.854 -6.752 2.576
C -2.002 -0.650 2.251
C -1.986 -4.329 2.733
C 3.501 3.848 -0.915
C 1.074 1.743 -2.616
C 1.933 5.098 0.369
C 2.316 0.052 -1.459
C -0.290 4.665 4.188
C -1.989 3.882 2.494
C 0.952 -6.555 1.187
C -2.356 -1.960 2.737
C 4.197 5.012 -1.214
C 1.098 -5.635 3.385
C 2.762 1.282 1.436
C -1.428 5.084 3.260
C -3.464 -2.114 3.573
C -1.062 -0.893 -2.837
C -3.825 -3.385 3.982
C 2.624 6.271 0.084
C 1.367 -4.392 2.860
C 2.595 -0.592 -2.688
C -2.495 5.834 4.069
C 0.238 2.893 -2.631
C -3.114 -2.351 -2.553
C -0.825 -3.277 -2.045
C -1.487 -2.727 -4.403
C 1.367 1.117 -3.856
C 2.353 3.860 -0.117
C -1.634 -2.316 -2.942
C 0.836 1.660 -5.053
C 1.422 -4.143 1.437
C 3.760 6.233 -0.712
C -0.271 3.388 -3.798
C 1.593 -2.890 0.897
C -3.088 -4.488 3.557
C 2.155 -0.062 -3.865
H -3.712 -1.777 -3.263
H 0.793 -7.401 0.520
H -1.391 -5.181 2.425
H 1.535 -3.553 3.530
H -0.617 -2.818 -1.078
H 1.568 -1.997 1.515
H 2.372 -0.544 -4.813
H 0.109 5.509 4.763
H -2.165 -2.118 -5.012
H 2.271 7.217 0.481
H -2.812 4.236 1.853
H 4.300 7.145 -0.942
H -3.311 6.161 3.420
H 2.870 1.820 2.380
H -2.922 5.167 4.824
H -0.918 4.257 -3.779
H 2.695 -0.406 -0.552
H 0.645 -7.726 2.999
H 1.648 -2.767 -0.179
H 5.081 4.971 -1.842
H 3.156 -1.519 -2.682
H -0.006 3.362 -1.685
H -4.684 -3.518 4.629
H -2.463 3.204 3.226
H 1.035 5.138 0.982
H 2.504 0.246 1.664
H -0.371 3.165 -5.951
H -0.015 -0.939 -2.546
H -1.135 -0.361 -3.787
H 3.854 2.904 -1.322
H -4.028 -1.244 3.881
H -3.370 -5.482 3.883
H -0.648 3.911 4.898
H -1.733 -4.346 -5.476
H -1.014 5.798 2.533
H -0.739 -2.913 1.678
H 0.523 4.212 3.618
H -0.459 -2.534 -4.725
H 1.059 -5.744 4.467
H 1.070 1.170 -5.993
H -3.486 -3.375 -2.512
H 1.287 -5.222 -0.445
H 3.724 1.296 0.917
H -2.090 6.715 4.584
H 0.274 -4.273 -3.285
H -1.403 -4.189 -1.868

Output
maximum force: 0.3 eV/A
net charge: -2
calculated total energy: -279658.8289 eV
relative energy (zero: lowest compared OMol25 entry of this formula, charge and spin): 0.0 kJ/mol
orbital gap: 3.85 eV



Record 3
Density functional theory data (ωB97M-V/def2-TZVPD) for a molecular structure, C21H29N5O3 in a non-equilibrium geometry.

Cartesian coordinates (Å):
O -4.450 -1.067 -0.050
O 1.950 -1.502 -0.071
O 0.276 2.351 0.690
N 5.658 -0.034 -0.405
N 2.565 0.586 0.013
N 5.536 2.035 -1.405
N -1.353 -0.562 1.300
N -0.605 1.015 -0.794
C 6.903 1.600 -0.830
C -1.318 -1.231 -0.147
C -0.263 0.102 1.547
C 3.367 0.783 -1.073
C -5.066 0.981 -0.783
C -4.931 -1.675 -2.302
C 5.148 -1.532 0.217
C -1.311 -0.470 -1.283
C -3.463 0.607 0.909
C -0.195 1.284 0.252
C -5.380 -1.672 -0.967
C 1.067 -0.419 1.806
C 4.776 0.842 -0.713
C -3.174 1.952 1.056
C 2.026 -0.405 0.387
C 5.164 -1.555 1.701
C -4.344 0.157 0.058
C -4.858 2.414 -0.399
C 6.901 0.124 -0.327
C -3.923 2.767 0.617
C -2.592 -0.509 1.762
H 6.059 -1.302 1.954
H -4.138 -2.240 -2.365
H -3.056 -1.549 1.793
H 5.949 -2.354 -0.251
H 7.627 2.305 -1.124
H 3.149 -0.220 -1.433
H 4.830 -2.391 1.914
H -6.414 -1.195 -0.816
H -1.008 -0.636 -2.162
H 4.227 -1.825 -0.323
H -5.674 0.946 -1.434
H 2.339 1.552 0.755
H -0.697 0.874 2.652
H -0.093 -1.897 -0.140
H -5.663 -2.041 -2.844
H 1.738 0.185 2.585
H -1.922 -2.178 -0.112
H -5.602 -2.757 -0.516
H 3.041 1.591 -1.683
H -2.539 2.307 1.946
H -5.323 3.282 -1.073
H -0.652 1.588 -1.524
H -4.800 -0.728 -2.806
H 4.427 -0.748 1.989
H -2.499 -0.052 2.709
H -3.582 3.988 0.546
H -2.433 -0.183 -1.336
H 7.757 -0.066 0.077
H 0.841 -1.225 2.256

Output
maximum force: 18.2 eV/A
net charge: 0
calculated total energy: -35818.4406 eV
relative energy (zero: lowest compared OMol25 entry of this formula, charge and spin): 2438.1 kJ/mol
orbital gap: 7.73 eV



Record 4
Density functional theory data (ωB97M-V/def2-TZVPD) for a single C6H6INO5 molecule in a non-equilibrium geometry.

Cartesian coordinates (Å):
I -3.836 0.488 0.159
O -2.808 -2.637 -0.725
O -1.935 -0.697 -1.939
O -1.389 2.033 -1.303
O 0.171 -2.069 -1.289
O -1.882 -2.852 1.298
N -1.244 -0.324 -0.819
C -2.025 -0.614 0.393
C 0.642 1.208 -0.228
C -0.735 1.149 -0.845
C 0.978 -0.246 0.218
C 0.038 -1.114 -0.629
C -2.284 -2.337 0.336
H 1.239 1.723 -0.938
H 1.924 -0.428 -0.127
H 0.780 1.855 0.534
H -2.338 -1.645 -1.840
H -1.614 -0.239 1.264
H 0.729 -0.504 1.210

Output
maximum force: 4.4 eV/A
net charge: 0
calculated total energy: -26143.2396 eV
SMILES string: O=C([O-])[C@H](I)[N+]1(O)C(=O)CCC1=O
orbital gap: 8.08 eV



Record 5
Density functional theory data (ωB97M-V/def2-TZVPD) for a gas-phase ion, C7HN6O6 (charge -1) in a non-equilibrium geometry.

Cartesian coordinates (Å):
O -0.390 -2.003 -3.027
O 0.190 1.214 2.923
O 0.603 -3.141 -1.431
O -1.640 2.000 -2.363
O -1.896 3.485 -0.630
O 1.076 -0.848 3.365
N -1.628 2.337 -0.973
N 0.561 -0.074 2.533
N 0.078 -2.099 -1.872
N -1.167 0.740 -2.607
N -0.630 1.835 1.964
N 3.386 -0.511 1.095
C -0.657 0.936 0.929
C 2.271 -0.911 0.779
C -1.103 1.177 -0.403
C -0.046 -0.954 -1.004
C 0.731 -1.052 0.220
C 0.121 -0.222 1.234
C -0.893 0.200 -1.365
H 1.032 -2.107 0.632

Output
maximum force: 8.4 eV/A
net charge: -1
calculated total energy: -28488.0446 eV
SMILES string: N#C[C@@H]1C(=[N+]([O-])[O-])c2no[n+]([O-])c2-c2no[n+]([O-])c21
orbital gap: 6.96 eV



Record 6
Density functional theory data (ωB97M-V/def2-TZVPD) for 2 unconnected molecules or ions with the total composition C11H12NO2 in a non-equilibrium geometry.

Cartesian coordinates (Å):
O -0.677 2.885 3.544
O -1.679 2.735 1.526
N -1.581 0.398 -1.421
C 0.221 -2.164 1.369
C -0.697 0.199 -2.506
C -0.738 -1.241 1.810
C -1.124 -0.339 -0.379
C -0.675 2.682 2.303
C -1.429 -0.388 0.989
C -0.020 -1.158 -0.803
C 0.698 2.449 1.596
C 0.704 -1.992 0.071
C 1.561 -1.324 -2.894
C 0.322 -0.766 -2.190
H -2.336 1.063 -1.349
H -2.031 0.389 1.408
H -0.891 -1.267 2.851
H 1.392 -2.193 -3.608
H 2.093 -1.765 -1.912
H 1.013 1.387 1.732
H 1.422 3.064 2.112
H -0.706 0.659 -3.475
H 2.235 -0.549 -3.245
H 0.613 -2.928 2.055
H 0.677 2.693 0.649
H 1.629 -2.527 -0.231

Output
maximum force: 5.8 eV/A
net charge: -1
calculated total energy: -17187.3262 eV
relative energy (zero: lowest compared OMol25 entry of this formula, charge and spin): 197.3 kJ/mol
orbital gap: 7.12 eV



Record 7
Density functional theory data (ωB97M-V/def2-TZVPD) for 6 unconnected molecules or ions with the total composition C28H44BBr2IN2O12P in a non-equilibrium geometry.

Cartesian coordinates (Å):
I -0.217 5.930 -2.751
Br 4.956 0.206 -3.712
Br -1.827 3.285 -4.861
P 3.772 2.030 -2.959
O 0.400 -2.948 -2.343
O -1.127 -4.392 -3.194
O -0.285 1.562 -8.026
O 5.304 -0.196 0.600
O -1.006 0.129 3.881
O 3.533 1.672 -1.275
O -0.398 3.531 2.039
O -2.040 -1.578 2.805
O -7.815 -3.959 3.949
O 5.716 -0.375 2.822
O -6.289 -2.506 4.785
O 1.550 4.121 3.040
N 1.890 1.340 -5.058
N -0.091 2.656 -4.628
C 0.005 -4.141 -2.870
C -4.866 -2.504 4.946
C 0.847 3.025 -3.562
C 2.109 2.171 -3.862
C 0.709 4.011 -2.314
C -4.470 -3.960 5.010
C -0.472 -0.999 -5.005
C -5.498 -4.617 4.114
C -1.736 -0.871 0.595
C 5.260 0.267 1.717
C 1.818 -2.951 -2.179
C 5.411 0.404 3.985
C 4.660 1.595 2.095
C -1.278 -0.453 2.859
C -0.799 -0.080 1.482
C -6.683 -3.702 4.267
C 0.022 3.176 -1.120
C 0.547 1.681 -5.472
C 1.188 -5.058 -3.025
C -0.448 3.856 4.370
C 2.215 -4.407 -2.123
C -1.675 3.079 3.946
C -0.205 -0.755 -6.588
C -2.071 -2.065 1.457
C 5.227 1.815 3.480
C 0.378 3.850 3.114
C -1.410 2.539 -1.484
C -1.756 3.374 2.468
B -0.006 0.864 -6.798
H 0.726 2.276 -0.915
H 0.077 3.363 5.188
H 2.266 -2.429 -3.031
H -4.585 -4.331 6.033
H -1.351 -0.349 -4.625
H 0.239 -0.402 1.367
H -0.690 4.889 4.633
H 0.481 -0.835 -4.367
H 6.200 2.312 3.404
H 6.230 0.330 4.702
H 2.522 0.670 -5.524
H 2.082 -2.421 -1.262
H -2.135 3.321 -1.930
H 0.004 3.825 -0.165
H 1.790 4.239 -1.965
H -2.580 3.357 4.490
H 0.947 -6.069 -2.697
H 4.972 2.378 1.404
H 3.571 1.503 2.110
H -0.771 -2.104 -4.848
H -0.891 0.992 1.311
H -4.600 -1.969 5.860
H 2.099 -4.783 -1.101
H -1.293 1.695 -2.271
H -1.502 2.007 4.102
H -5.184 -4.621 3.068
H -4.419 -1.988 4.091
H -5.737 -5.627 4.449
H 4.502 0.005 4.444
H -1.868 2.073 -0.544
H -3.439 -4.140 4.700
H -1.050 -1.187 -7.222
H 4.589 2.423 4.124
H -3.063 -2.464 1.234
H 3.246 -4.586 -2.431
H -2.641 -0.285 0.404
H -2.225 2.557 1.914
H 1.505 -5.055 -4.070
H -1.302 -1.144 -0.369
H 0.831 -1.214 -6.812
H -1.256 1.574 -8.195
H 4.288 1.129 -0.922
H -2.298 4.301 2.257
H -1.336 -2.868 1.360

Output
maximum force: 7.1 eV/A
net charge: +1
calculated total energy: -215443.5457 eV
orbital gap: 7.15 eV



Record 8
Density functional theory data (ωB97M-V/def2-TZVPD) for 6 unconnected molecules or ions with the total composition C11H37N8O6 in a non-equilibrium geometry.

Cartesian coordinates (Å):
O 13.090 0.727 4.236
O 11.659 3.411 -0.703
O 14.579 -1.296 5.273
O 13.392 1.534 6.504
O 7.245 -0.273 2.946
O 13.478 3.400 3.866
N 14.607 -3.493 5.112
N 14.090 0.819 8.494
N 10.666 -0.128 4.848
N 12.026 1.631 8.282
N 13.599 5.533 4.117
N 12.319 2.356 1.739
N 15.714 -2.595 6.692
N 13.563 4.324 5.901
C 10.379 -0.924 2.557
C 14.897 -2.357 5.717
C 11.059 3.786 -1.926
C 13.169 1.322 7.682
C 13.144 2.022 0.596
C 13.673 0.636 0.779
C 9.749 -0.088 3.670
C 13.576 4.379 4.627
C 5.937 -0.782 3.382
C 8.193 -0.336 4.057
C 12.269 2.121 -0.672
H 11.495 2.791 1.348
H 14.177 0.498 1.736
H 13.356 0.688 5.158
H 9.713 -0.894 1.694
H 11.810 4.082 -2.658
H 11.971 1.374 9.257
H 15.990 -1.843 7.308
H 11.253 2.139 7.875
H 9.827 0.965 3.403
H 14.074 -3.540 4.255
H 5.647 -0.512 4.398
H 5.170 -0.308 2.770
H 13.580 3.451 6.408
H 13.698 6.370 4.673
H 10.632 -1.959 2.787
H 15.278 -4.231 5.274
H 13.486 5.634 3.118
H 14.311 0.489 -0.092
H 10.516 2.913 -2.288
H 10.693 -1.053 5.253
H 12.819 -0.034 0.888
H 13.988 2.707 0.520
H 15.053 0.735 8.200
H 13.726 0.649 9.421
H 12.180 0.421 4.208
H 13.946 5.061 6.475
H 11.232 -0.306 2.275
H 13.276 1.596 3.875
H 5.785 -1.861 3.374
H 12.800 1.728 -1.539
H 15.457 -3.513 7.026
H 8.159 -1.221 4.692
H 7.895 0.480 4.715
H 10.210 0.301 5.640
H 11.507 1.343 -0.646
H 10.349 4.612 -1.880
H 12.688 3.022 2.403

Output
maximum force: 6.3 eV/A
net charge: +1
calculated total energy: -36207.3845 eV
relative energy (zero: lowest compared OMol25 entry of this formula, charge and spin): 163.3 kJ/mol
orbital gap: 8.53 eV



Record 9
Density functional theory data (ωB97M-V/def2-TZVPD) for 15 unconnected molecules or ions with the total composition C18H66O15 in a non-equilibrium geometry.

Cartesian coordinates (Å):
O 3.514 1.035 -4.219
O 3.517 0.217 0.160
O 0.036 4.046 -2.286
O 2.572 2.811 -1.899
O -0.250 -0.286 1.679
O -2.697 -0.285 3.230
O -0.873 3.514 0.573
O 0.306 1.398 -0.593
O 1.086 0.951 -5.562
O -1.887 -2.507 -2.880
O -1.942 -1.505 -0.287
O -0.837 1.471 -3.217
O -2.900 1.322 0.820
O -4.211 -2.035 1.708
O 2.141 -1.377 2.121
C -2.169 -0.574 4.542
C 4.277 -1.585 3.208
C -3.091 2.045 -2.581
C -0.432 2.979 2.893
C -1.279 -3.915 -4.663
C 2.802 -1.515 3.398
C 3.702 -0.794 -0.934
C -0.600 -4.474 -2.296
C 4.595 -1.936 -0.429
C -1.716 -3.914 -3.202
C -2.768 -1.942 4.954
C 2.420 -1.312 -1.502
C -0.198 3.957 1.787
C -2.627 0.632 5.357
C 1.272 4.137 1.523
C -2.263 0.921 -3.162
C 2.414 -0.426 4.339
C -2.702 0.546 -4.604
H -0.585 4.989 2.025
H 3.092 2.422 -2.608
H -3.030 2.968 -3.175
H -0.189 1.398 -1.407
H -1.684 2.990 0.738
H -4.119 1.750 -2.395
H -0.050 2.226 -0.150
H -1.081 -0.642 4.504
H -1.478 2.675 2.862
H 4.046 -2.677 0.241
H -5.037 -1.705 1.363
H -0.741 2.429 -3.107
H -2.305 -2.704 4.449
H -2.031 -2.310 -1.959
H 0.072 2.017 2.801
H 5.010 -2.539 -1.224
H -3.339 0.951 1.621
H 1.815 2.309 -1.592
H 0.207 -3.789 -2.462
H -0.196 3.395 3.888
H -2.075 0.118 -2.503
H -3.717 0.648 5.261
H 0.575 0.700 -6.337
H -2.653 -4.539 -3.101
H 1.398 4.970 0.804
H 2.646 -2.210 -2.014
H 2.709 -0.874 1.572
H 2.003 -0.593 -2.245
H -2.410 0.517 6.391
H -0.325 4.141 -1.383
H 4.388 1.029 -4.521
H 5.439 -1.564 0.125
H -3.655 0.076 -4.506
H 1.641 3.208 1.088
H -0.448 -3.273 -4.817
H -1.239 -1.212 0.301
H 2.549 0.572 3.895
H -2.570 0.572 0.258
H -2.663 -2.036 6.018
H -2.046 -0.265 -4.993
H 0.539 1.264 -4.757
H -1.837 -0.207 2.625
H 1.836 4.325 2.493
H 2.872 0.816 -4.933
H 0.663 -0.572 1.873
H 4.724 -2.189 2.419
H -2.671 -1.846 0.350
H 2.593 -2.501 3.819
H -0.056 0.380 0.945
H -4.044 -1.641 2.583
H -3.836 -1.831 4.640
H 1.003 3.939 -2.199
H -0.820 -4.332 -1.244
H 1.403 -0.511 4.605
H -2.037 -3.714 -5.431
H -0.302 -5.523 -2.459
H 4.757 -1.851 4.233
H -0.958 -4.939 -4.932
H 1.687 -1.631 -0.713
H 2.999 -0.382 5.283
H -2.700 1.391 -5.231
H 4.773 -0.644 2.970
H -2.689 2.358 -1.608
H -2.222 1.517 4.893
H 2.888 0.871 -0.191
H 4.300 -0.284 -1.716

Output
maximum force: 3.9 eV/A
net charge: 0
calculated total energy: -50450.3913 eV
relative energy (zero: lowest compared OMol25 entry of this formula, charge and spin): 0.0 kJ/mol
orbital gap: 10.21 eV